{
  "formula": "C18H28N2O3",
  "method": "ωB97M-V/def2-TZVPD",
  "symbols": ["C", "C", "O", "C", "C", "C", "C", "C", "O", "N", "C", "C", "N", "C", "C", "C", "C", "C", "C", "O", "C", "C", "C", "H", "H", "H", "H", "H", "H", "H", "H", "H", "H", "H", "H", "H", "H", "H", "H", "H", "H", "H", "H", "H", "H", "H", "H", "H", "H", "H", "H"],
  "xyz": [[4.64890, 3.24593, 0.69440], [5.00472, 2.44832, -0.55688], [4.75232, 1.06518, -0.41088], [3.47665, 0.59706, -0.47823], [2.35131, 1.34567, -0.79994], [1.11652, 0.72041, -0.84899], [0.97112, -0.62838, -0.57684], [-0.38196, -1.26412, -0.55076], [-0.82692, -1.86491, 0.40549], [-1.08667, -1.07142, -1.69305], [-2.42550, -1.57462, -1.87798], [-3.49868, -0.46552, -1.95840], [-3.79675, 0.27077, -0.75530], [-4.23147, -0.54364, 0.36517], [-4.91235, 0.35078, 1.39878], [-3.94000, 1.42481, 1.87406], [-3.42049, 2.19746, 0.66664], [-2.79173, 1.22488, -0.32937], [2.10980, -1.39248, -0.26110], [1.89924, -2.71638, -0.08783], [2.92014, -3.53511, 0.44601], [3.14569, -3.28816, 1.93383], [3.34632, -0.76764, -0.21663], [3.58749, 3.16678, 0.91606], [4.90313, 4.29201, 0.54715], [5.20596, 2.86291, 1.54564], [4.48367, 2.84664, -1.43610], [6.08128, 2.50773, -0.74066], [2.41188, 2.40089, -1.01008], [0.24101, 1.31143, -1.07740], [-0.66814, -0.54952, -2.44605], [-2.46609, -2.16368, -2.80084], [-2.62840, -2.23189, -1.03055], [-3.20530, 0.25768, -2.72656], [-4.42972, -0.94182, -2.28455], [-4.93946, -1.28970, -0.00505], [-3.38654, -1.06666, 0.84286], [-5.25313, -0.25579, 2.23949], [-5.78125, 0.82524, 0.93901], [-4.43159, 2.10088, 2.57659], [-3.10065, 0.95089, 2.38848], [-4.24902, 2.71566, 0.18080], [-2.67979, 2.93819, 0.97434], [-2.43555, 1.77050, -1.20833], [-1.93232, 0.73418, 0.15553], [3.85279, -3.41420, -0.11991], [2.55131, -4.55244, 0.28958], [3.86473, -4.00471, 2.32157], [3.51829, -2.28171, 2.10791], [2.20436, -3.40263, 2.46498], [4.25085, -1.30581, 0.01390]],
  "forces_ev_per_a": [[0.02, -0.33, -0.26], [0.05, 0.48, 0.08], [-0.15, -0.33, 0.05], [-0.19, -0.11, -0.02], [0.36, 0.29, -0.04], [0.01, -0.34, 0.08], [0.09, -0.08, 0.18], [0.13, 0.19, -0.24], [-0.07, -0.14, 0.27], [-0.12, 0.07, -0.32], [-0.42, 0.17, 0.04], [0.17, -0.34, -0.04], [0.12, -0.01, -0.01], [-0.32, 0.07, 0.12], [0.19, -0.17, 0.09], [-0.21, 0.11, -0.14], [0.26, -0.13, 0.08], [-0.11, 0.38, 0.03], [-0.08, 0.30, -0.12], [-0.15, 0.27, -0.10], [0.31, -0.24, 0.29], [-0.16, 0.07, -0.37], [0.10, -0.16, 0.07], [-0.07, 0.05, 0.05], [0.01, 0.13, 0.01], [0.05, 0.00, 0.08], [0.08, -0.08, 0.04], [-0.17, 0.02, -0.05], [0.05, 0.10, 0.01], [-0.11, 0.04, -0.02], [0.12, -0.10, 0.11], [-0.02, -0.01, 0.09], [0.00, -0.03, -0.14], [-0.06, -0.04, -0.05], [0.05, 0.01, -0.10], [0.04, -0.05, 0.01], [-0.04, -0.06, -0.06], [-0.05, -0.02, 0.02], [-0.07, -0.03, 0.00], [0.05, -0.02, 0.06], [0.04, 0.00, 0.08], [0.00, 0.06, -0.05], [0.01, 0.06, -0.01], [0.06, -0.05, 0.01], [0.02, 0.05, -0.04], [-0.12, -0.04, 0.00], [0.12, 0.13, -0.03], [0.09, -0.06, 0.06], [0.05, 0.05, 0.08], [-0.06, -0.02, 0.08], [0.08, -0.11, 0.03]],
  "nbo_charge": [-0.639, -0.062, -0.494, 0.344, -0.341, -0.180, -0.156, 0.665, -0.619, -0.617, -0.258, -0.203, -0.458, -0.230, -0.399, -0.398, -0.401, -0.216, 0.350, -0.482, -0.060, -0.640, -0.351, 0.215, 0.215, 0.215, 0.170, 0.194, 0.217, 0.217, 0.396, 0.194, 0.235, 0.187, 0.197, 0.196, 0.187, 0.205, 0.199, 0.206, 0.198, 0.200, 0.202, 0.191, 0.169, 0.168, 0.196, 0.214, 0.212, 0.224, 0.228],
  "charge": 0,
  "homo_energy_ev": -8.06,
  "gap_ev": 8.9
}

=====

{
  "formula": "C18H28N2O3",
  "method": "ωB97M-V/def2-TZVPD",
  "symbols": ["C", "C", "C", "O", "C", "C", "C", "C", "C", "C", "H", "H", "C", "O", "N", "H", "C", "H", "H", "C", "N", "C", "H", "C", "O", "C", "H", "C", "H", "H", "H", "H", "H", "H", "C", "H", "H", "H", "C", "H", "H", "H", "H", "H", "H", "H", "H", "H", "H", "H", "H"],
  "xyz": [[-5.34757, -2.04412, -0.83755], [-4.88310, -1.55774, 0.46869], [-5.31121, -0.00312, 0.64790], [-4.76702, 0.76611, -0.23561], [-3.49916, 0.95827, -0.16046], [-3.00031, 1.82952, -0.96126], [-1.72567, 2.19731, -0.74610], [-0.87581, 1.97933, 0.06041], [-1.49251, 1.22904, 1.09729], [-2.71904, 0.74950, 1.09495], [-3.23631, 0.41927, 1.93324], [-0.98548, 1.04566, 1.97991], [0.59159, 2.21599, 0.08417], [0.97858, 3.46455, -0.37756], [1.38711, 1.60233, 0.81026], [0.99335, 0.69374, 1.39063], [2.86576, 1.57941, 0.94622], [3.02053, 2.69736, 0.62854], [3.31130, 1.72307, 1.84919], [3.48886, 0.74323, 0.07881], [2.67914, -0.55185, -0.05175], [1.56529, -0.60983, -0.81109], [1.14013, 0.34200, -1.06636], [0.63186, -1.71950, -0.31343], [1.32978, -2.83991, -0.54376], [2.48499, -2.85520, 0.59306], [2.88518, -4.04433, 0.66072], [3.45229, -1.65765, 0.12214], [4.11646, -1.80638, 1.02073], [3.89532, -2.17758, -0.73332], [2.02570, -2.48773, 1.54554], [-0.11743, -1.95552, -1.35863], [0.26023, -1.40333, 0.47750], [2.07572, -1.16716, -1.95487], [3.58582, 1.19668, -1.46003], [4.38043, 2.27957, -1.44154], [3.98442, 0.50334, -2.33023], [2.66627, 1.67814, -1.54052], [4.92882, 0.56185, 0.50291], [4.83946, 0.24799, 1.59319], [5.60593, -0.21251, -0.00129], [5.29256, 1.56361, 0.74692], [-1.28465, 2.88983, -1.65334], [-3.60258, 2.04925, -1.83352], [-6.63671, 0.07147, 0.36017], [-5.16753, 0.15139, 1.70489], [-3.87460, -1.73818, 0.65740], [-5.39585, -2.30858, 1.26804], [-6.44984, -1.94472, -1.16589], [-5.16682, -2.99199, -1.02217], [-4.92371, -1.35186, -1.72312]],
  "forces_ev_per_a": [[-1.74, 5.66, -3.85], [-4.22, -0.13, 2.19], [-6.38, -5.88, 1.77], [-1.31, 1.18, -2.72], [1.76, -0.29, 5.92], [-0.32, 0.84, -3.38], [-3.44, 7.74, -15.04], [7.53, -5.34, 10.18], [2.00, -0.34, 1.12], [-2.58, 0.11, -3.61], [-0.26, -0.97, 1.40], [1.26, -0.12, 1.92], [-1.72, 11.55, -3.69], [-1.41, -5.71, 0.80], [2.27, -8.25, 7.20], [0.90, 2.94, -2.30], [-4.38, 8.68, -1.47], [0.29, -1.54, -0.15], [0.13, -0.76, 3.44], [3.15, -5.45, -7.35], [3.29, 3.26, 4.37], [0.17, -2.48, -5.65], [-0.13, -0.10, -0.13], [1.13, -0.51, -13.71], [3.49, -3.61, 4.85], [-1.14, -1.30, -2.05], [-0.91, 3.68, -0.31], [-0.32, -6.66, 2.06], [-0.08, 1.46, -1.07], [0.54, 0.84, -0.71], [0.05, -0.80, -0.66], [0.82, 1.68, 3.44], [-3.95, 1.52, 7.92], [-2.02, 1.67, 2.29], [3.98, 3.17, 0.81], [-2.19, -3.35, -0.20], [-1.20, 1.17, 2.29], [-1.66, 0.60, -1.63], [0.15, -1.54, 3.14], [0.40, -0.45, -0.95], [-1.05, 1.75, 0.34], [0.66, -0.03, -1.16], [-1.12, -1.44, 1.83], [0.36, 0.67, -0.09], [4.07, -0.39, 1.28], [-0.03, 1.17, 0.34], [1.96, 0.10, -0.08], [0.82, 2.22, -1.26], [1.18, 0.12, 1.54], [1.46, -4.62, -0.99], [-0.29, -1.73, 1.78]],
  "nbo_charge": [-0.601, -0.444, -0.024, -0.477, 0.335, -0.277, -0.098, -0.189, -0.120, -0.309, 0.215, 0.183, 0.624, -0.702, -0.543, 0.397, -0.283, 0.269, 0.236, 0.113, -0.514, -0.194, 0.219, -0.033, -0.548, -0.101, 0.219, -0.247, 0.223, 0.184, 0.169, 0.178, 0.142, 0.106, -0.613, 0.189, 0.249, 0.213, -0.626, 0.192, 0.251, 0.235, 0.213, 0.228, 0.173, 0.171, 0.213, 0.198, 0.208, 0.203, 0.194],
  "charge": 0,
  "homo_energy_ev": -8.21,
  "gap_ev": 8.6
}

=====

{
  "formula": "C18H28N2O5",
  "method": "ωB97M-V/def2-TZVPD",
  "symbols": ["O", "C", "N", "C", "C", "C", "C", "C", "C", "H", "H", "H", "H", "H", "H", "C", "N", "C", "C", "H", "O", "C", "H", "C", "O", "C", "C", "O", "C", "C", "O", "C", "H", "C", "H", "H", "H", "H", "H", "H", "H", "H", "H", "H", "H", "H", "H", "H", "H", "H", "H", "H", "H"],
  "xyz": [[-1.72684, -3.92195, -1.68751], [-1.48912, -2.91184, -1.18571], [-1.47805, -2.61789, 0.03029], [-1.77874, -3.26900, 1.21874], [-2.42638, -4.41905, 1.22149], [-2.54322, -5.16811, 2.27472], [-2.21523, -4.62766, 3.56950], [-1.96246, -3.34996, 3.53271], [-1.58923, -2.61998, 2.38900], [-1.11164, -1.72581, 2.57140], [-1.65755, -2.99995, 4.34306], [-2.72360, -5.13721, 4.21169], [-3.14772, -6.12499, 2.27556], [-2.42204, -5.00406, 0.01334], [-1.09483, -1.48629, 0.28149], [-0.84934, -1.61077, -2.13743], [-0.28761, -0.55878, -1.27921], [1.14925, -0.87285, -1.08906], [1.44235, -0.21655, 0.00993], [1.64309, 0.91560, -0.16376], [0.66228, -0.34283, 1.18104], [0.95087, 0.56336, 2.10475], [0.51865, -0.00281, 3.03425], [0.00498, 1.70957, 1.87371], [0.11071, 2.98613, 2.29044], [0.47114, 3.93146, 1.58368], [1.68955, 3.88495, 0.78118], [1.19156, 3.18002, -0.74950], [2.37150, 3.27145, -1.58759], [1.68052, 2.85557, -2.92080], [1.46829, 1.49213, -3.32957], [0.11225, 1.09071, -3.37462], [-0.37855, 1.63884, -4.02266], [-0.52387, 0.82037, -1.92880], [-0.16235, 1.55828, -1.27809], [-1.58244, 0.76881, -2.36217], [0.16808, 0.11012, -3.93804], [2.53918, 3.19882, -3.73467], [0.67495, 3.38781, -3.10228], [3.14852, 2.52232, -1.51543], [2.81450, 4.12375, -1.55486], [2.74141, 3.21126, 0.98090], [2.19270, 4.90573, 0.39881], [-0.34561, 4.26761, 1.11641], [0.68782, 4.97015, 2.12022], [-0.37094, 1.73254, 0.94872], [-1.15773, 1.50220, 2.49195], [1.76886, 0.85683, 2.53391], [2.47775, -0.41882, 0.21599], [1.83508, -0.60557, -2.07170], [1.04893, -1.97571, -0.95565], [-1.97371, -1.26073, -2.64520], [-0.56599, -2.20723, -2.98455]],
  "forces_ev_per_a": [[-1.64, -5.37, -3.32], [3.14, 5.20, -3.29], [1.81, 6.98, 6.56], [0.61, 3.49, -1.23], [0.11, -4.89, -8.15], [-1.88, -2.96, 4.37], [-1.18, -1.42, -6.89], [1.14, 0.86, -4.99], [-0.91, -2.25, 1.67], [0.82, 2.03, -0.29], [1.80, 3.94, 7.32], [-1.78, -2.84, 5.22], [1.21, 0.93, -0.31], [-0.71, 2.01, 3.92], [-1.24, -3.95, -1.57], [-6.91, -0.85, 1.21], [-0.50, 0.36, -4.64], [-3.35, -4.11, -7.96], [5.66, 7.07, 6.45], [-1.14, -1.25, -0.14], [0.83, -2.95, -3.20], [-7.27, -0.81, 3.68], [0.63, 1.20, -0.94], [-5.39, -1.13, 4.05], [0.30, -4.20, 7.68], [4.76, 7.65, -1.39], [4.05, -1.39, -5.65], [3.20, 1.89, 4.00], [-6.14, -7.39, -1.44], [1.91, 2.11, -3.99], [0.83, 0.68, 1.34], [3.58, -5.33, 3.75], [-3.05, 3.53, -2.55], [-1.16, -2.36, -3.58], [-0.38, 1.25, 0.93], [0.75, 0.60, 2.04], [-0.11, 0.61, 0.80], [-2.33, -0.36, 1.48], [1.75, -0.27, 0.43], [0.24, -0.75, 1.07], [2.32, 5.92, -0.29], [-3.45, 1.52, 0.27], [-1.78, -2.04, 1.02], [-2.86, 1.62, -3.60], [-0.29, -1.98, 0.45], [-0.81, -0.40, -4.21], [3.26, -0.45, -1.68], [6.26, 1.25, 0.85], [0.94, -0.72, 0.97], [-1.55, -0.69, 2.64], [1.01, 0.47, -0.01], [2.95, -0.42, 1.61], [1.98, 0.35, -0.44]],
  "nbo_charge": [-0.622, 0.705, -0.636, 0.141, -0.240, -0.169, -0.242, -0.173, -0.244, 0.215, 0.181, 0.201, 0.206, 0.248, 0.456, -0.362, -0.477, -0.260, -0.113, 0.190, -0.506, -0.106, 0.185, -0.058, -0.512, -0.095, -0.114, -0.626, -0.095, -0.063, -0.557, -0.078, 0.172, -0.266, 0.242, 0.215, 0.191, 0.164, 0.185, 0.169, 0.165, 0.221, 0.213, 0.190, 0.178, 0.181, 0.151, 0.188, 0.181, 0.237, 0.214, 0.195, 0.232],
  "charge": 0,
  "homo_energy_ev": -8.35,
  "gap_ev": 8.9
}

=====

{
  "formula": "C18H28N2O6S",
  "method": "ωB97M-V/def2-TZVPD",
  "symbols": ["C", "C", "C", "C", "C", "S", "O", "O", "N", "C", "C", "C", "O", "N", "C", "C", "O", "C", "C", "O", "C", "C", "O", "C", "C", "C", "C", "H", "H", "H", "H", "H", "H", "H", "H", "H", "H", "H", "H", "H", "H", "H", "H", "H", "H", "H", "H", "H", "H", "H", "H", "H", "H", "H", "H"],
  "xyz": [[-1.17218, -4.28697, -0.16479], [-0.13560, -3.22356, -0.35980], [1.02189, -3.23167, 0.41519], [1.98478, -2.25267, 0.25953], [1.78330, -1.25231, -0.67116], [3.03610, 0.00470, -0.90505], [2.54296, 0.96580, -1.85302], [4.28473, -0.64702, -1.16095], [3.21076, 0.81662, 0.54118], [2.14575, 1.73605, 0.86821], [2.66320, 2.80356, 1.83693], [0.99836, 0.97188, 1.53481], [1.24586, -0.01873, 2.20379], [-0.25832, 1.44864, 1.40833], [-0.63961, 2.52355, 0.51709], [-0.84743, 2.05408, -0.94309], [-1.81406, 2.82966, -1.62192], [-3.15552, 2.46775, -1.38665], [-3.52052, 1.06942, -1.91781], [-3.22699, 0.01374, -1.02598], [-4.19570, -0.20508, -0.02197], [-3.76650, -1.40003, 0.84038], [-2.91006, -1.07399, 1.90476], [-1.60160, -0.66262, 1.53832], [-1.30667, 0.73176, 2.11811], [0.65011, -1.22723, -1.45631], [-0.30933, -2.21434, -1.29984], [-1.91657, -4.25896, -0.95651], [-1.67528, -4.14547, 0.79189], [-0.71039, -5.27225, -0.15276], [1.16618, -4.01568, 1.14366], [2.89062, -2.26292, 0.84405], [3.41972, 0.18572, 1.30365], [1.85513, 2.17872, -0.08404], [1.89390, 3.54333, 2.04319], [3.52871, 3.29584, 1.40316], [2.95820, 2.33493, 2.77289], [0.09854, 3.32512, 0.55157], [-1.58045, 2.94165, 0.88392], [0.07443, 2.16032, -1.51978], [-1.13405, 0.99919, -0.94316], [-3.74071, 3.21898, -1.92102], [-3.40332, 2.52977, -0.31779], [-2.93025, 0.87297, -2.81679], [-4.58695, 1.04745, -2.17945], [-4.31886, 0.67813, 0.61883], [-5.16574, -0.42506, -0.49336], [-3.30807, -2.14861, 0.18182], [-4.65036, -1.82983, 1.31731], [-1.49996, -0.64151, 0.45219], [-0.88002, -1.38282, 1.93721], [-2.22134, 1.32430, 2.08866], [-0.99903, 0.62008, 3.16112], [0.54459, -0.44151, -2.18737], [-1.19885, -2.19643, -1.91301]],
  "forces_ev_per_a": [[0.01, 0.03, 0.02], [0.00, 0.08, -0.14], [0.12, 0.15, -0.05], [-0.01, -0.20, 0.10], [0.37, 0.51, -0.21], [0.41, -0.05, 0.02], [-0.27, -0.05, 0.13], [-0.13, -0.18, 0.32], [0.09, -0.32, -0.82], [-0.21, 0.24, 0.13], [-0.05, -0.18, -0.23], [-0.10, 0.26, -0.08], [0.17, -0.11, 0.27], [-0.04, -0.08, 0.13], [-0.11, 0.13, -0.49], [0.05, -0.06, 0.15], [0.10, 0.20, -0.09], [-0.11, -0.34, -0.15], [0.03, 0.40, 0.05], [0.19, -0.11, 0.05], [-0.06, -0.33, 0.21], [-0.21, 0.34, -0.19], [0.02, 0.11, 0.27], [0.25, 0.03, -0.04], [-0.14, -0.46, 0.16], [-0.01, 0.14, -0.10], [0.09, -0.13, 0.05], [-0.07, -0.03, -0.03], [-0.09, -0.03, 0.06], [-0.03, -0.09, 0.00], [0.04, -0.08, 0.09], [0.09, -0.07, 0.15], [0.08, -0.18, 0.11], [-0.11, 0.13, 0.20], [-0.07, 0.07, 0.06], [0.05, 0.06, -0.03], [0.02, -0.02, 0.12], [-0.07, 0.02, 0.01], [0.13, 0.00, -0.01], [-0.01, -0.07, 0.09], [0.09, 0.05, 0.04], [-0.05, -0.07, 0.09], [-0.04, 0.02, -0.03], [-0.10, 0.09, 0.00], [0.04, 0.00, -0.02], [-0.03, -0.05, -0.01], [0.05, 0.02, 0.03], [-0.07, -0.03, 0.01], [0.02, -0.01, -0.14], [0.03, 0.03, 0.09], [-0.08, 0.10, -0.09], [0.05, 0.02, -0.04], [-0.10, 0.06, -0.04], [-0.09, 0.07, -0.11], [-0.10, 0.00, -0.05]],
  "nbo_charge": [-0.639, 0.018, -0.210, -0.173, -0.277, 2.304, -0.958, -0.925, -0.837, -0.171, -0.599, 0.681, -0.658, -0.434, -0.242, -0.095, -0.528, -0.095, -0.100, -0.557, -0.097, -0.074, -0.541, -0.098, -0.234, -0.216, -0.226, 0.216, 0.226, 0.225, 0.216, 0.226, 0.413, 0.244, 0.212, 0.229, 0.218, 0.209, 0.211, 0.207, 0.189, 0.201, 0.160, 0.205, 0.175, 0.172, 0.173, 0.173, 0.196, 0.196, 0.201, 0.202, 0.221, 0.243, 0.220],
  "charge": 0,
  "homo_energy_ev": -9.19,
  "gap_ev": 9.8
}